1.
Below is the molecule C29H26N2O6 at a distorted geometry, with properties calculated with ωB97M-V with the def2-TZVPD basis set.

Properties
energy: -1681.6987 hartree
HOMO-LUMO gap: 8.9 eV
SMILES string: COC(=O)[C@@]1(Cc2ccccc2)N[C@H](c2ccccc2C)[C@H]2C(=O)N(c3ccc4c(c3)OCO4)C(=O)[C@H]21
energy above the lowest of the compared OMol25 structures with the same formula, charge and spin: 0.189 eV
max |F|: 1.3 eV/Å
HOMO: -8.2 eV
total charge: 0
LUMO: 0.69 eV

Each line ends with the natural charge from an NBO analysis.
Positions of all 63 atoms, in Å:
C1 2.80943 -1.14561 2.53323  -0.27
O1 2.67275 -0.98811 1.12693  -0.51
C2 1.46464 -1.11539 0.60194  0.80
O2 0.47366 -1.42555 1.22120  -0.63
C3 1.43898 -0.77541 -0.89881  0.04
C4 2.81763 -0.92780 -1.54661  -0.42
C5 3.39212 -2.32216 -1.57827  -0.02
C6 2.91632 -3.38382 -0.82257  -0.24
C7 3.51336 -4.63201 -0.89618  -0.19
C8 4.59914 -4.84119 -1.72571  -0.22
C9 5.08558 -3.79007 -2.48473  -0.22
C10 4.48580 -2.54772 -2.41025  -0.15
N1 0.44327 -1.51960 -1.63963  -0.63
C11 -0.87400 -0.92224 -1.47906  -0.08
C12 -1.75892 -1.27233 -2.65100  0.04
C13 -1.17344 -1.34505 -3.90905  -0.22
C14 -1.92450 -1.64388 -5.02945  -0.22
C15 -3.28289 -1.87110 -4.89594  -0.21
C16 -3.87009 -1.79892 -3.64654  -0.20
C17 -3.12906 -1.50014 -2.50847  -0.02
C18 -3.81615 -1.42449 -1.17907  -0.65
C19 -0.54902 0.59346 -1.42061  -0.32
C20 -1.32879 1.27985 -0.32335  0.73
O3 -2.51415 1.46243 -0.26860  -0.56
N2 -0.42736 1.65836 0.65907  -0.49
C21 -0.82278 2.24003 1.89256  0.12
C22 -0.39869 1.65814 3.07562  -0.19
C23 -0.75606 2.19942 4.30699  -0.26
C24 -1.55052 3.31989 4.29219  0.23
C25 -1.98507 3.89498 3.09462  0.29
C26 -1.63254 3.37870 1.87334  -0.26
O4 -2.75524 4.98933 3.36963  -0.49
C27 -2.80472 5.08550 4.77747  0.24
O5 -2.04203 4.04110 5.34467  -0.48
C28 0.89016 1.39430 0.34509  0.72
O6 1.83407 1.69587 1.02638  -0.56
C29 0.91513 0.69017 -1.00046  -0.30
H1 3.74836 -1.66786 2.70621  0.20
H2 1.96988 -1.71830 2.93245  0.21
H3 2.83879 -0.15524 2.99099  0.20
H4 3.51844 -0.27519 -1.01893  0.24
H5 2.73448 -0.57416 -2.57761  0.22
H6 2.07512 -3.25757 -0.15750  0.20
H7 3.12439 -5.44392 -0.29897  0.21
H8 5.06279 -5.81470 -1.78099  0.21
H9 5.93343 -3.93973 -3.13696  0.21
H10 4.87126 -1.73232 -3.00585  0.20
H11 0.44222 -2.51002 -1.43212  0.39
H12 -1.34961 -1.22291 -0.53536  0.22
H13 -0.11080 -1.17471 -3.99176  0.22
H14 -1.45361 -1.69807 -5.99977  0.21
H15 -3.88441 -2.10440 -5.76223  0.21
H16 -4.93153 -1.97697 -3.54801  0.21
H17 -3.71240 -0.42831 -0.75279  0.25
H18 -3.38917 -2.14077 -0.47757  0.21
H19 -4.87517 -1.64419 -1.28789  0.21
H20 -0.75809 1.05666 -2.38606  0.26
H21 0.20781 0.76816 3.03760  0.23
H22 -0.43073 1.75767 5.23318  0.23
H23 -1.97142 3.81816 0.95151  0.24
H24 -2.39374 6.05689 5.09538  0.16
H25 -3.84998 5.00492 5.11653  0.16
H26 1.53333 1.25959 -1.69574  0.25

Atoms 1-2, force components in eV/Å:
-0.137 -0.084 0.412
0.229 -0.070 -0.233


2.
Below is a cluster of 2 separate species, C2H5NOS in total at a distorted geometry, with properties calculated with ωB97M-V with the def2-TZVPD basis set.

Properties
energy: -607.2344 hartree
HOMO-LUMO gap (spin up / spin down): 7.8 / 8.5 eV
energy above the lowest of the compared OMol25 structures with the same formula, charge and spin: 4.691 eV
max |F|: 2.7 eV/Å
HOMO (spin up / spin down): -8.3 / -8.5 eV
total charge: 0
LUMO (spin up / spin down): -0.46 / 0.03 eV

Each line ends with the natural charge from an NBO analysis.
Positions of all 10 atoms, in Å:
C1 1.29661 1.61472 0.05158  0.14
C2 -0.79464 -1.29710 -0.03243  -0.81
N1 1.89929 0.58193 -0.16096  -0.67
O1 -2.78970 0.43097 -0.84572  -0.79
S1 -1.90138 0.16058 0.32615  0.88
H1 1.42372 2.56693 0.66751  0.17
H2 -0.79612 -1.79220 0.90533  0.22
H3 0.15619 -0.84422 -0.29373  0.25
H4 -1.25764 -1.78097 -0.84886  0.24
H5 2.76367 0.35936 0.23114  0.37

Atoms 1-2, force components in eV/Å:
-0.411 1.139 0.560
-0.668 2.637 0.094


3.
Below is a cluster of 2 separate species, C2H6ClPS in total at a distorted geometry, with properties calculated with ωB97M-V with the def2-TZVPD basis set.

Properties
energy: -1279.4878 hartree
HOMO-LUMO gap: 9.7 eV
SMILES string: SPCl.C=C
energy above the lowest of the compared OMol25 structures with the same formula, charge and spin: 1.479 eV
max |F|: 3.9 eV/Å
HOMO: -9.1 eV
total charge: 0
LUMO: 0.60 eV

Each line ends with the natural charge from an NBO analysis.
Positions of all 11 atoms, in Å:
S1 2.28426 0.50663 -1.25690  -0.31
P1 1.90370 1.17674 0.75451  0.46
Cl1 3.30197 0.22552 1.78206  -0.27
H1 2.18973 -0.80739 -0.96726  0.15
H2 2.50984 2.50884 0.50227  -0.02
C1 -1.74367 -1.16723 -0.24692  -0.38
C2 -2.33527 0.00944 0.04344  -0.38
H3 -2.16919 -1.91047 -0.92645  0.18
H4 -0.86284 -1.62481 0.02359  0.19
H5 -1.73812 0.65037 0.54647  0.18
H6 -3.34040 0.43236 -0.25482  0.21

Atoms 1-2, force components in eV/Å:
0.183 0.101 0.236
-1.157 1.305 -1.349


4.
Below is the molecule C3H3Cl3 at a distorted geometry, with properties calculated with ωB97M-V with the def2-TZVPD basis set.

Properties
energy: -1496.6407 hartree
HOMO-LUMO gap: 10.1 eV
SMILES string: ClCC=C(Cl)Cl
energy above the lowest of the compared OMol25 structures with the same formula, charge and spin: 0.641 eV
max |F|: 3.1 eV/Å
HOMO: -9.7 eV
total charge: 0
LUMO: 0.33 eV

Each line ends with the natural charge from an NBO analysis.
Positions of all 9 atoms, in Å:
Cl1 -2.33568 1.92656 0.32864  -0.12
C1 -0.49355 1.48217 0.74344  -0.34
C2 0.07168 0.54924 -0.30398  -0.25
C3 0.76298 -0.57965 -0.20742  -0.08
Cl2 0.71359 -1.55575 1.20367  0.05
Cl3 1.51321 -1.13414 -1.67309  0.04
H1 0.10811 2.37018 0.47601  0.24
H2 -0.37492 1.04061 1.79620  0.25
H3 0.07102 0.85534 -1.27119  0.22

Atoms 1-2, force components in eV/Å:
2.190 -0.596 0.657
-0.210 -1.058 -0.525


5.
Below is the molecule C5H9NO2 at a distorted geometry, with properties calculated with ωB97M-V with the def2-TZVPD basis set.

Properties
energy: -401.1135 hartree
HOMO-LUMO gap: 10.3 eV
SMILES string: CC(=O)N(C)CC=O
energy above the lowest of the compared OMol25 structures with the same formula, charge and spin: 1.720 eV
max |F|: 2.8 eV/Å
HOMO: -9.6 eV
total charge: 0
LUMO: 0.74 eV

Each line ends with the natural charge from an NBO analysis.
Positions of all 17 atoms, in Å:
C1 1.03127 2.35144 0.86404  -0.75
C2 0.33844 1.03244 0.91832  0.67
O1 -0.10925 0.68047 2.00548  -0.60
N1 0.28976 0.19441 -0.14410  -0.43
C3 1.08620 0.42950 -1.36041  -0.42
C4 -0.95894 -0.53196 -0.45242  -0.32
C5 -1.02141 -2.01896 -0.30729  0.41
O2 -1.04296 -2.69076 -1.31640  -0.51
H1 0.82086 2.83166 1.82100  0.26
H2 2.09927 2.56424 0.80844  0.25
H3 0.60641 3.03493 0.11013  0.22
H4 0.54676 0.41314 -2.31571  0.20
H5 1.75289 -0.40714 -1.54141  0.21
H6 1.57611 1.39376 -1.23431  0.21
H7 -1.71073 -0.06442 0.21520  0.23
H8 -1.28104 -0.23733 -1.44263  0.21
H9 -1.12506 -2.53160 0.66178  0.14

Atoms 1-2, force components in eV/Å:
-0.102 2.432 0.120
0.952 -0.919 1.994


6.
Below is a structure of composition C39H56IrN2O4P3Si2 at a distorted geometry, with properties calculated with ωB97M-V with the def2-TZVPD basis set.

Properties
energy: -3637.6068 hartree
HOMO-LUMO gap (spin up / spin down): 7.6 / 6.7 eV
energy above the lowest of the compared OMol25 structures with the same formula, charge and spin: 0.642 eV
max |F|: 3.5 eV/Å
2S+1: 2
HOMO (spin up / spin down): -11.1 / -10.9 eV
total charge: +1
LUMO (spin up / spin down): -3.48 / -4.13 eV

Each line ends with the Mulliken spin population.
Positions of all 107 atoms, in Å:
Ir1 -0.08241 -0.40182 0.47470  0.85
C1 4.71008 0.20953 -0.59224  0.01
Si1 3.49558 -0.67115 0.50904  -0.02
C2 4.11882 -0.67409 2.25339  0.00
C3 3.23696 -2.37719 -0.17830  0.00
N1 1.93821 0.17780 0.52091  0.11
P1 1.61269 1.74325 0.29300  0.02
C4 -0.04784 1.49496 0.58686  -0.16
P2 -1.72301 1.82927 0.38563  0.09
N2 -2.11026 0.28868 0.58970  0.03
Si2 -3.69447 -0.47128 0.32201  0.00
C5 -5.01858 0.79461 0.71081  0.00
C6 -3.79259 -1.89508 1.49483  0.00
C7 -3.90501 -0.94149 -1.45879  0.00
C8 -2.37900 2.86386 1.69104  -0.01
C9 -2.55920 4.24060 1.55138  0.00
C10 -3.02746 4.98700 2.62290  0.00
C11 -3.29747 4.36728 3.83448  0.00
C12 -3.09393 3.00142 3.98504  0.00
C13 -2.63374 2.24809 2.91770  0.00
C14 -2.19430 2.47902 -1.21071  0.01
C15 -3.34247 3.25221 -1.38614  0.00
C16 -3.69912 3.67410 -2.65872  0.00
C17 -2.91932 3.32668 -3.75175  0.00
C18 -1.78902 2.53650 -3.58383  0.00
C19 -1.43112 2.10507 -2.31888  -0.01
C20 1.97706 2.28967 -1.36916  0.01
C21 1.97255 1.32525 -2.38068  0.00
C22 2.24242 1.69607 -3.68737  0.00
C23 2.50387 3.02666 -3.99020  0.00
C24 2.47533 3.99266 -2.99416  0.00
C25 2.20861 3.62874 -1.68199  0.00
C26 2.45006 2.79478 1.46005  0.00
C27 1.87308 2.95042 2.72276  0.00
C28 2.54064 3.66715 3.70174  0.00
C29 3.78487 4.21950 3.42790  0.00
C30 4.36623 4.05982 2.17737  0.00
C31 3.70119 3.35066 1.18882  0.00
H1 5.65648 -0.33849 -0.57166  0.00
H2 4.91880 1.23317 -0.27524  0.00
H3 4.36635 0.24078 -1.62782  0.00
H4 5.04428 -1.24768 2.34792  0.00
H5 3.38139 -1.10974 2.93302  0.00
H6 4.32138 0.34757 2.58740  0.00
H7 3.67597 -3.14258 0.46359  0.00
H8 3.71882 -2.45765 -1.15681  0.00
H9 2.18483 -2.61497 -0.31008  0.00
H10 -4.77883 1.43229 1.56326  0.00
H11 -5.95066 0.27250 0.94439  0.00
H12 -5.20922 1.43352 -0.15524  0.00
H13 -3.91461 -1.55556 2.52687  0.00
H14 -2.88398 -2.48814 1.41993  0.00
H15 -4.63200 -2.54887 1.24696  0.00
H16 -3.33613 -0.26529 -2.10381  0.00
H17 -4.96049 -0.88579 -1.73825  0.00
H18 -3.55419 -1.95427 -1.63601  0.00
H19 -2.33231 4.73148 0.61410  0.00
H20 -3.18434 6.05138 2.50983  0.00
H21 -3.66300 4.95286 4.66786  0.00
H22 -3.30056 2.52234 4.93292  0.00
H23 -2.48090 1.18024 3.01754  -0.01
H24 -3.96400 3.51354 -0.54071  0.00
H25 -4.59092 4.27125 -2.79481  0.00
H26 -3.19764 3.66771 -4.74027  0.00
H27 -1.18615 2.25674 -4.43789  0.00
H28 -0.57025 1.46405 -2.18934  0.01
H29 1.75108 0.29177 -2.13683  0.00
H30 2.25341 0.94772 -4.46916  0.00
H31 2.72976 3.31267 -5.00923  0.00
H32 2.66378 5.02980 -3.23731  0.00
H33 2.17695 4.38499 -0.90759  0.00
H34 0.90297 2.51289 2.92849  0.00
H35 2.09103 3.79738 4.67705  0.00
H36 4.30388 4.78183 4.19299  0.00
H37 5.33850 4.48711 1.97164  0.00
H38 4.15324 3.23345 0.21298  0.00
C32 1.82696 -5.17202 -2.62236  0.00
C33 0.45858 -4.52146 -2.56679  0.00
C34 0.32758 -3.44144 -3.62807  0.00
C35 -0.64275 -5.55888 -2.68767  0.00
O1 0.41331 -3.89989 -1.22926  0.00
P3 -0.69550 -2.91824 -0.72234  0.01
O2 -2.06587 -3.39971 -0.84760  0.00
O3 -0.36935 -1.45236 -1.19337  0.06
O4 -0.19882 -2.65463 0.80778  0.00
C36 -0.06258 -3.61355 1.94750  -0.01
C37 -1.09442 -4.71895 1.81408  0.00
C38 1.34575 -4.17230 1.93391  0.00
C39 -0.29701 -2.77351 3.18735  0.00
H39 1.96635 -5.65904 -3.58760  0.00
H40 1.92293 -5.92238 -1.83689  0.00
H41 2.61061 -4.42557 -2.48633  0.00
H42 0.45370 -3.88364 -4.61563  0.00
H43 1.08980 -2.67347 -3.48360  0.00
H44 -0.65405 -2.96279 -3.58541  0.00
H45 -0.61137 -6.00466 -3.68219  0.00
H46 -1.62254 -5.11072 -2.52880  0.00
H47 -0.50383 -6.34803 -1.94699  0.00
H48 -0.93583 -5.30114 0.90485  0.00
H49 -2.10527 -4.31960 1.77940  0.00
H50 -1.00156 -5.38328 2.67325  0.00
H51 1.59866 -4.55836 0.94715  0.00
H52 1.41139 -4.98776 2.65454  0.00
H53 2.07035 -3.40437 2.20585  0.00
H54 -1.34604 -2.48947 3.27856  0.00
H55 0.30559 -1.86362 3.14255  0.00
H56 -0.00539 -3.33647 4.07425  0.00

Atoms 1-2, force components in eV/Å:
0.108 3.482 -0.239
0.055 0.202 -0.075